Here is a cluster of 2 separate species, C4H12 in total at a distorted geometry from OMol25. Energies are from ωB97M-V/def2-TZVPD.

The HOMO energy is -10.92 eV. As for the max |F|: 0.094 hartree/bohr. For the molecular weight, the calculation gives 60.1 g mol⁻¹. The HOMO-LUMO gap is 12.0370 eV. As for the SMILES: CC.CC.

Each line ends with the natural charge from an NBO analysis.
Atoms and positions in Å:
H -1.2734 -2.0110 -0.0319  0.1959
H 1.1551 -1.3765 1.7003  0.1986
H -1.3348 -1.6732 1.8246  0.2059
H 1.6804 1.3471 -1.0034  0.2121
H -1.3463 1.8053 -0.6391  0.2043
C -0.8708 -1.4722 0.8962  -0.6141
H 0.9655 -1.7135 -0.1510  0.1967
H -0.2438 2.9668 0.1897  0.1956
H 0.6659 -3.1526 0.7949  0.2104
C 0.6419 -2.0318 0.7970  -0.6048
H 0.5495 2.2705 -2.1180  0.2101
C -0.3933 1.8721 -0.2430  -0.5998
C 0.6543 1.5469 -1.3130  -0.6238
H -0.3947 1.3130 0.6594  0.2030
H -0.8727 -0.3812 0.5416  0.2077
H 0.4170 0.6902 -1.9043  0.2022

---

Here is the ion C4H10NO3 with charge +1 at a distorted geometry from OMol25. Energies are from ωB97M-V/def2-TZVPD.

The HOMO energy is -14.22 eV. As for the max |F|: 0.066 hartree/bohr. For the molecular weight, the calculation gives 120.1 g mol⁻¹. Its charge is +1. The HOMO-LUMO gap is 10.3865 eV. As for the SMILES: [NH3+][C@H](CO)CC(=O)O.

Each line ends with the natural charge from an NBO analysis.
Atoms and positions in Å:
H 2.3000 1.5529 0.8520  0.4999
H 2.0313 0.0829 -1.5948  0.2452
H 0.2300 -1.3416 -0.8497  0.2487
H -3.2224 -0.8617 -0.3110  0.5383
C 1.8122 0.0216 -0.4762  -0.0925
H 0.1011 1.6917 -0.0913  0.3137
O 2.0082 1.3316 -0.0751  -0.7326
H 2.5821 -0.6104 0.0175  0.1917
H -0.9961 -1.2617 1.2554  0.4735
H -0.3793 1.2203 -1.6887  0.3146
N 0.0158 -1.0344 1.2664  -0.6981
H 0.4818 -1.9711 1.3596  0.4580
C -1.9235 0.6074 -0.3974  0.7593
C 0.3747 -0.4770 -0.1504  -0.0753
O -2.2134 -0.7043 -0.2530  -0.7651
H 0.1577 -0.3754 1.9806  0.4359
C -0.4782 0.8368 -0.5897  -0.5906
O -2.8818 1.2923 -0.2542  -0.5246

---

Here is the ion C9H13BBrCl2N4O5 with charge +1 from OMol25. Energies are from ωB97M-V/def2-TZVPD.

The HOMO energy is -13.16 eV. As for the max |F|: 0.018 hartree/bohr. For the molecular weight, the calculation gives 418.8 g mol⁻¹. Its charge is +1. The HOMO-LUMO gap is 9.8273 eV. As for the SMILES: COB(O)n1c(N(Cl)CC(=O)Cl)nc(Br)[n+]1CCCC(=O)O.

Each line ends with the natural charge from an NBO analysis.
Atoms and positions in Å:
C 0.5744 -1.5229 -1.1456  0.5841
H 0.3488 -3.7990 -3.4977  0.2713
Br 3.6453 0.4683 0.1096  0.2464
N 1.8639 -1.1819 -1.2009  -0.5048
H -1.5550 -3.1340 1.4218  0.1883
C 0.8802 -2.9715 -3.0366  -0.3412
O 1.6656 4.7159 0.4071  -0.7192
H 1.6689 3.0996 2.2983  0.2268
H -0.2227 -2.3969 2.3762  0.1810
C -1.2855 -2.3768 2.1510  -0.2560
H 1.3103 4.9290 -0.4660  0.5024
C 0.6133 4.5950 1.2743  0.7881
N 0.8935 -0.1152 0.4731  -0.1660
O -0.2067 5.4425 1.4230  -0.5155
C 0.6342 3.2953 2.0198  -0.5110
H 0.0700 3.4131 2.9379  0.2458
O -1.6910 -1.0618 1.7054  -0.7155
H 0.0815 0.3263 2.3568  0.2544
H -2.2912 -0.0615 -1.2399  0.5108
C 0.1331 2.1497 1.1482  -0.4086
H 1.6713 0.9601 2.0309  0.2454
H -1.8340 -2.5802 3.0610  0.2244
B -1.5119 -0.7915 0.3975  1.2407
N -0.0886 -0.8779 -0.1485  -0.4362
H 0.5175 2.3156 0.1414  0.2135
C 0.6931 0.7956 1.5962  -0.2408
N 0.0445 -2.4138 -1.9948  -0.3966
O -2.5343 -0.3922 -0.3670  -0.8301
C 2.0193 -0.3261 -0.2027  0.3307
O 0.3495 -1.0301 -4.2802  -0.4914
Cl -1.5776 -2.8414 -1.9720  0.2435
C 1.0952 -1.9326 -4.1183  0.5142
Cl 2.4874 -2.1827 -5.1052  0.0245
H 1.8102 -3.3669 -2.6459  0.2653
H -0.9517 2.1366 1.0905  0.2313

---

Here is a structure of composition C18H26Cl3N6ORh at a distorted geometry from OMol25. Energies are from ωB97M-V/def2-TZVPD.

The HOMO energy (alpha / beta) is -13.61 / -14.31 eV. As for the max |F|: 0.099 hartree/bohr. For the molecular weight, the calculation gives 551.7 g mol⁻¹. Its charge is +2. The HOMO-LUMO gap (alpha / beta) is 8.1545 / 5.2161 eV. The expectation value of S² is 6.0340. Its spin multiplicity is 5.

Each line ends with the natural charge from an NBO analysis.
Atoms and positions in Å:
C 2.2233 3.6053 -1.9613  -0.1945
H -2.9222 -4.5817 -1.6794  0.2378
C 1.4835 2.5846 -1.3949  -0.0950
C -0.4780 -2.5738 0.9249  -0.2464
H 2.1157 -0.7686 3.5140  0.2096
H -0.1748 5.0805 -3.9048  0.2775
N 0.4728 0.5630 3.9717  -0.3961
H -3.1575 -3.0162 -1.0125  0.2109
H -2.3423 2.9158 1.8306  0.2316
C -1.1775 -3.4305 -3.4109  -0.2266
H 2.6694 -2.0902 -2.8997  0.2387
C 0.4675 1.8886 4.5254  -0.2224
N -0.0999 -0.3124 1.7492  -0.7102
H -2.0476 -4.1782 -0.2010  0.2222
C -2.3953 -3.8080 -1.1499  -0.4115
H -1.5717 1.9377 0.6552  0.2014
N -1.2536 -3.3244 -1.9682  -0.3821
H -2.6620 1.1535 1.8248  0.2191
Cl 2.0770 1.6693 -0.0384  0.1114
C 0.2706 4.3784 -3.1882  -0.2454
H -2.0258 -2.9490 -3.8815  0.2218
C 1.6274 4.4554 -2.9244  0.0484
H 3.2733 3.7703 -1.6214  0.2764
Cl 2.5765 5.6274 -3.7285  0.1829
H 1.1310 -2.0487 2.2275  0.2016
N 0.6520 -2.3492 -2.4921  -0.3707
C -0.6290 2.6207 3.7844  -0.2166
H 1.4295 2.3726 4.2940  0.1991
C -0.2006 -2.5872 -1.4874  0.6791
C 0.1531 -2.7998 -3.7817  -0.2215
H -1.5807 -2.6042 1.0340  0.1983
H -0.2791 3.6438 3.5082  0.2242
H -1.1861 -4.5178 -3.6983  0.2262
Rh 0.0841 -0.0135 -0.1992  1.1139
H 2.2217 0.1816 5.0646  0.2345
H 0.8920 -3.4990 -4.3170  0.2302
H 0.3437 1.8362 5.6394  0.2379
C 1.8436 -1.5354 -2.4388  -0.4148
Cl -2.1682 3.3106 -2.9675  0.1779
N -0.8011 1.7538 2.6142  -0.3897
H 2.0237 -1.2454 -1.4096  0.2176
O -0.6110 1.3914 -1.3756  -0.6349
H -0.4495 -2.0034 3.0422  0.2217
H -0.1227 -3.6157 1.0016  0.2180
C -1.9303 1.9267 1.6810  -0.4126
H 1.7122 -0.6091 -2.9975  0.1971
C -0.1953 0.5402 2.7595  0.6730
C -0.5205 3.3963 -2.6249  -0.0394
C 0.0784 -1.7769 2.0914  -0.2305
N -0.1146 -1.9445 -0.3085  -0.6934
H -1.6132 2.6795 4.2693  0.2163
C 1.5584 -0.4013 4.3778  -0.4121
C 0.0963 2.4484 -1.7518  0.3699
H 1.1093 -1.2250 4.9201  0.2261
H 0.1242 -1.9223 -4.4899  0.2143

---

Here is a structure of composition C39H45IIrN6O4P from OMol25. Energies are from ωB97M-V/def2-TZVPD.

The HOMO energy is -5.87 eV. As for the max |F|: 0.005 hartree/bohr. For the molecular weight, the calculation gives 1011.9 g mol⁻¹. The HOMO-LUMO gap is 6.2222 eV.

Each line ends with the Löwdin charge.
Atoms and positions in Å:
H 2.5716 -4.3788 -1.3035  0.1271
H 2.4204 -6.5723 -2.4563  0.0954
H 2.3295 -3.5634 4.0696  0.0812
H -0.9153 6.4977 -1.3278  0.1036
H -2.6772 -2.4548 -3.0079  0.0876
C -0.5748 4.7990 -4.2179  -0.0817
C -0.7746 5.6645 -2.0095  -0.0912
H -4.0181 3.0638 -1.2840  0.1614
C 0.5981 -2.7742 -0.5520  -0.4814
C -1.9434 -0.6233 -3.5336  -0.3046
H -2.6773 2.1137 -0.9502  0.0892
H -3.9962 2.5098 2.7050  0.1004
C -0.5292 4.4115 -1.4619  -0.2708
C -0.7896 -4.6197 -1.5670  -0.0319
O -0.2887 -1.8273 -0.8719  -0.0400
C -0.4242 4.2228 0.0250  -0.0627
C -2.2754 1.4121 2.0488  -0.0465
H 0.0662 2.7717 -5.7072  0.0772
H 0.4749 3.6619 0.2897  0.0748
H 4.5317 1.2141 -2.6059  0.0968
C 1.8065 0.7051 -0.6041  -0.2564
H -1.6919 -4.0830 -1.3033  0.1102
C -0.8859 -5.8593 -2.1812  -0.1420
N 0.3115 -0.2322 3.4309  0.1499
C 2.5886 1.0010 -1.7321  -0.1244
H -2.2008 -3.0380 2.5614  0.0877
C 1.5719 0.7848 5.2454  -0.0139
C 1.7385 -2.7094 3.7419  -0.0218
C -3.5829 1.5327 2.4869  -0.0847
H -0.8212 -2.3527 1.6912  0.0536
H -1.0128 6.8681 -3.7796  0.0852
H -1.8553 -6.2852 -2.4004  0.0954
C 4.6445 -0.0044 1.8832  -0.0433
C 0.5829 0.0149 2.1064  -0.3507
C 1.6092 -4.7970 -1.5677  -0.0026
H 5.7199 0.6308 -0.5062  0.1032
H -0.5641 4.9489 -5.2930  0.1040
C -0.3289 3.2812 -2.3245  -0.3680
H 0.6813 -2.9729 3.8098  0.0842
C 3.2802 -0.4457 6.3835  -0.0794
H 1.9482 -2.5325 2.6854  0.0605
H 2.0800 1.2510 -2.6523  0.0588
H 3.5944 -2.4529 5.7064  0.1117
C 3.9217 0.3631 0.6122  -0.2225
H -5.3783 0.4608 2.9855  0.1014
H -1.2657 3.6501 0.4304  0.0381
H -4.3837 -1.7476 2.5613  0.1158
N -0.3925 0.1319 1.2417  -0.0439
H 0.9520 1.9323 -4.4262  0.0691
H -0.9855 -0.1075 -3.4871  0.0487
C 2.0375 -1.5067 4.5915  -0.2125
C 1.3201 -0.3158 4.4354  -0.2227
H -2.5028 2.1866 -3.5713  0.0728
N 1.8783 0.1160 1.7901  0.1655
C 0.4568 -4.0830 -1.2637  -0.1245
Ir -0.1794 0.6098 -0.7452  1.2981
P -3.1073 0.1209 -2.3404  0.4261
H -2.3649 -0.5270 -4.5400  0.0974
H -2.4929 3.5465 -1.8099  0.1199
C -2.4719 -0.9954 1.9768  -0.2081
C 3.0256 -1.5408 5.5717  -0.0395
H -4.2624 2.0835 -3.3254  0.1021
C -1.7274 0.1635 1.7663  -0.2780
H -1.2647 -2.5521 -3.8292  0.1009
C 3.9711 0.9810 -1.7089  -0.0986
N -1.7609 -2.0263 -3.1179  -0.0289
H -0.8437 -2.0149 -1.7084  0.0585
C 1.5232 -6.0248 -2.2034  -0.1377
O -4.3921 -0.6136 -2.4180  -0.3313
H -1.6485 2.2836 1.9105  0.0965
O -2.4080 0.2816 -0.9929  -0.4567
H -0.7473 1.6065 -4.6634  0.0422
H -0.4066 5.1876 0.5333  0.0762
H 4.3544 -0.9965 2.2442  0.0815
I 0.1353 -8.4036 -3.4506  0.8725
N -3.1276 2.7425 -1.6520  0.1357
H 4.0505 -0.5057 7.1414  0.1040
H 5.7196 -0.0207 1.7136  0.0778
O 1.4302 -2.5898 0.2979  0.1172
C 4.6369 0.6586 -0.5353  -0.0694
C -3.2900 1.8967 -2.8772  -0.1568
C 2.5466 0.7208 6.2283  -0.0817
C -4.3507 0.3875 2.6540  -0.0821
C -3.7885 -0.8538 2.4123  -0.0353
H -2.2961 -2.7883 0.8206  0.0824
C 0.0005 2.4041 -4.6829  -0.0544
H -0.6351 -0.0394 3.7191  0.1457
C -0.8239 5.8828 -3.3776  -0.1271
C 0.2736 -6.5484 -2.5055  -0.7348
C 2.5189 0.4044 0.5593  -0.2061
H 4.4577 0.7106 2.6927  0.0860
H 2.4996 0.0264 2.5776  0.0995
C -0.3220 3.5285 -3.7415  -0.2483
N -0.2445 2.0494 -1.8615  -0.1361
C -1.9067 -2.3689 1.7508  -0.0170
H 2.7383 1.5788 6.8587  0.1033
H 1.0011 1.6920 5.0886  0.1181

---

Here is a structure of composition C2H7NO5 at a distorted geometry from OMol25. Energies are from ωB97M-V/def2-TZVPD.

The HOMO energy is -9.80 eV. As for the max |F|: 0.043 hartree/bohr. For the molecular weight, the calculation gives 125.1 g mol⁻¹. The HOMO-LUMO gap is 8.5067 eV.

Each line ends with the natural charge from an NBO analysis.
Atoms and positions in Å:
C -1.4208 1.4831 -0.5541  -0.6684
H -1.0096 2.2295 0.1206  0.2301
C -0.7674 0.1558 -0.3016  0.7975
O -0.7313 -0.1425 1.0126  -0.2811
H 0.8853 -1.5134 1.1947  0.4138
H -2.4907 1.3846 -0.3729  0.2383
N 2.1396 -1.1763 1.1039  -0.1427
H -1.2551 1.7696 -1.5888  0.2389
O -1.1590 -0.8390 -1.0811  -0.6818
H -0.9115 -1.6463 -0.5524  0.5098
O -0.3999 -1.5369 1.1864  -0.5129
H 1.1586 1.3273 -0.7361  0.4599
O 2.2915 -0.0200 0.7189  -0.1029
H 2.7430 -1.8648 0.6139  0.3059
O 0.9274 0.3894 -0.7640  -0.8044